[1]
DFT (ωB97M-V with the def2-TZVPD basis set) results for C41H35InN6O3S2 as an isolated structure.

CARTESIAN COORDINATES (ANGSTROEM)
In1 -0.314 -0.914 0.414
C1 -1.743 -5.087 -1.391
O1 -2.662 -4.982 -0.312
C2 -3.418 -3.838 -0.329
C3 -4.755 -3.943 -0.632
C4 -5.587 -2.824 -0.585
C5 -5.048 -1.612 -0.242
C6 -3.678 -1.455 0.051
C7 -3.270 -0.101 0.334
N1 -2.067 0.319 0.474
N2 -1.838 1.660 0.597
C8 -0.562 1.954 0.695
O2 0.408 1.115 0.812
C9 -0.223 3.398 0.638
C10 1.039 3.772 0.188
C11 1.389 5.110 0.114
C12 0.481 6.087 0.495
C13 -0.788 5.719 0.925
C14 -1.141 4.382 0.995
C15 -2.821 -2.591 0.011
O3 -1.535 -2.591 0.284
H1 -1.138 -5.971 -1.198
H2 -1.096 -4.214 -1.452
H3 -2.271 -5.211 -2.343
H4 -5.147 -4.916 -0.902
H5 -6.638 -2.914 -0.822
H6 -5.677 -0.731 -0.206
H7 -4.062 0.647 0.383
H8 1.730 3.004 -0.129
H9 2.373 5.388 -0.243
H10 0.759 7.132 0.457
H11 -1.500 6.482 1.211
H12 -2.127 4.081 1.323
S1 -1.789 -2.581 5.032
C16 -1.254 -2.218 3.426
N3 -1.454 -1.018 3.010
C17 -2.100 -0.258 3.969
C18 -2.510 1.069 3.839
C19 -3.157 1.670 4.899
C20 -3.390 0.981 6.093
C21 -2.988 -0.331 6.245
C22 -2.357 -0.946 5.170
H13 -0.790 -2.987 2.824
H14 -2.325 1.600 2.914
H15 -3.491 2.696 4.813
H16 -3.902 1.477 6.908
H17 -3.159 -0.869 7.168
C23 1.187 -4.168 -4.008
C24 1.457 -4.206 -2.647
C25 1.237 -3.097 -1.849
C26 0.739 -1.907 -2.397
C27 0.431 -1.892 -3.766
C28 0.660 -3.007 -4.555
N4 0.593 -0.780 -1.583
C29 0.408 0.469 -2.252
C30 1.500 1.085 -2.867
C31 1.395 2.349 -3.419
C32 0.181 3.022 -3.391
C33 -0.933 2.382 -2.875
C34 -0.825 1.108 -2.333
H18 1.380 -5.032 -4.630
H19 1.843 -5.114 -2.200
H20 1.440 -3.141 -0.783
H21 0.013 -0.997 -4.206
H22 0.419 -2.964 -5.610
H23 2.436 0.553 -2.915
H24 2.269 2.811 -3.862
H25 0.103 4.032 -3.774
H26 -1.899 2.871 -2.895
H27 -1.709 0.596 -1.979
N5 3.766 -0.436 2.490
C35 2.929 -0.749 1.495
S2 1.609 -1.762 1.914
N6 3.222 -0.378 0.263
C36 4.319 0.450 -0.093
C37 5.124 0.035 -1.150
C38 6.168 0.834 -1.583
C39 6.414 2.052 -0.964
C40 5.630 2.451 0.107
C41 4.587 1.652 0.553
H28 3.585 -0.817 3.401
H29 4.628 0.052 2.313
H30 2.568 -0.639 -0.507
H31 4.921 -0.919 -1.622
H32 6.790 0.504 -2.404
H33 7.220 2.682 -1.315
H34 5.826 3.394 0.600
H35 3.961 1.982 1.373

Values from the calculation:
Energy above the lowest of the compared OMol25 structures with the same formula, charge and spin in kcal/mol: 0.0

Atomic partial charges in e from the Mulliken method, atoms 1 to 6: 1.7576 -0.4563 -0.5014 0.3122 -0.3498 -0.7956

---

[2]
DFT (ωB97M-V with the def2-TZVPD basis set) results for C41H35N4OPdTe as an isolated structure.

CARTESIAN COORDINATES (ANGSTROEM)
Pd1 1.965 1.034 -2.376
C1 4.356 -2.522 -2.700
C2 3.559 -1.416 -3.039
N1 3.301 -0.458 -2.180
C3 3.798 -0.519 -0.908
C4 4.564 -1.613 -0.480
C5 4.846 -2.623 -1.430
C6 4.968 -1.673 0.870
C7 4.579 -0.678 1.722
C8 3.824 0.431 1.297
C9 3.443 0.567 -0.031
N2 2.680 1.560 -0.630
C10 2.114 2.705 -0.098
C11 2.426 3.362 1.078
C12 1.692 4.493 1.498
C13 0.654 4.994 0.779
C14 0.316 4.377 -0.448
C15 -0.749 4.809 -1.271
C16 -1.023 4.158 -2.438
C17 -0.221 3.063 -2.810
N3 0.777 2.653 -2.063
C18 1.054 3.267 -0.881
H1 4.546 -3.283 -3.443
H2 3.100 -1.310 -4.014
H3 5.439 -3.478 -1.130
H4 5.551 -2.517 1.215
H5 4.850 -0.738 2.768
H6 3.515 1.149 2.029
H7 3.247 3.036 1.682
H8 1.971 4.967 2.430
H9 0.091 5.851 1.123
H10 -1.344 5.658 -0.958
H11 -1.837 4.462 -3.079
H12 -0.389 2.505 -3.722
C19 -3.213 1.122 6.596
C20 -2.623 0.958 5.222
C21 -2.933 1.837 4.194
C22 -2.385 1.699 2.920
C23 -2.763 2.712 1.865
C24 -1.499 0.641 2.671
Te1 -0.649 0.416 0.733
N4 0.149 -0.397 -2.131
C25 0.121 -0.401 -3.415
O1 1.033 0.309 -4.075
C26 -0.900 -1.173 -4.180
C27 -0.913 -1.124 -5.569
C28 -1.867 -1.844 -6.277
C29 -2.804 -2.609 -5.599
C30 -2.791 -2.655 -4.208
C31 -1.841 -1.941 -3.501
C32 -1.397 -1.548 0.458
C33 -2.778 -1.702 0.417
C34 -3.354 -2.947 0.212
C35 -2.538 -4.053 0.047
C36 -1.162 -3.905 0.111
C37 -0.564 -2.663 0.324
C38 0.926 -2.590 0.421
C39 -1.153 -0.236 3.699
C40 -0.177 -1.362 3.483
C41 -1.728 -0.070 4.953
H13 -4.050 1.820 6.585
H14 -2.468 1.506 7.296
H15 -3.569 0.169 6.989
H16 -3.623 2.653 4.382
H17 -3.484 3.426 2.262
H18 -3.195 2.229 0.988
H19 -1.891 3.273 1.518
H20 -0.171 -0.522 -6.078
H21 -1.878 -1.807 -7.359
H22 -3.547 -3.169 -6.152
H23 -3.521 -3.251 -3.676
H24 -1.821 -1.968 -2.422
H25 -3.412 -0.832 0.538
H26 -4.432 -3.047 0.177
H27 -2.970 -5.033 -0.119
H28 -0.525 -4.776 0.004
H29 1.343 -3.576 0.634
H30 1.239 -1.899 1.206
H31 1.344 -2.220 -0.519
H32 0.735 -0.999 3.007
H33 -0.593 -2.131 2.825
H34 0.084 -1.831 4.432
H35 -1.463 -0.763 5.746

Values from the calculation:
Multiplicity: 2
<S²>: 0.762

Atomic partial charges in e from the Mulliken method, atoms 1 to 6: 0.2297 -0.7128 -0.5380 -0.1837 0.2150 1.6388

---

| no. | calculated total energy (eV) |
| --- | --- |
| 1 | -85014.94758 |
| 2 | -61866.39326 |